# 1
{
  "formula": "C4H6ClNS",
  "method": "ωB97M-V/def2-TZVPD",
  "s2": 2.009,
  "e_above_lowest_kcal_mol": 0.0,
  "gap_ev": [6.04, 8.00],
  "spin_multiplicity": 3,
  "total_energy_ha": -1069.005522,
  "elements": ["C", "C", "C", "C", "N", "S", "Cl", "H", "H", "H", "H", "H", "H"],
  "positions_angstrom": [[-0.103, -0.554, 0.735], [0.606, 0.425, -0.257], [-1.524, -0.780, 0.359], [2.043, 0.745, -0.268], [-1.916, 0.391, -0.405], [-0.593, 1.073, -1.310], [0.735, -1.417, 1.929], [-1.622, -1.742, -0.192], [-2.170, -0.835, 1.242], [2.633, -0.159, -0.115], [2.291, 1.444, 0.531], [2.314, 1.194, -1.221], [-2.695, 0.215, -1.028]]
}

***

# 2
{
  "formula": "C4H6CoO7",
  "method": "ωB97M-V/def2-TZVPD",
  "s2": 6.004,
  "e_above_lowest_kcal_mol": 8.7,
  "gap_ev": [6.92, 5.56],
  "spin_multiplicity": 5,
  "total_charge": -1,
  "total_energy_ha": -2065.461605,
  "elements": ["O", "C", "O", "O", "O", "C", "O", "O", "C", "C", "Co", "H", "H", "H", "H", "H", "O", "H"],
  "positions_angstrom": [[-2.474, 2.828, -0.714], [-1.720, 2.408, 0.208], [-1.534, 3.088, 1.255], [-1.139, 1.232, 0.034], [1.022, -0.656, -0.350], [1.448, -1.958, -0.789], [1.832, -2.765, 0.115], [2.439, -1.593, -1.746], [0.142, -0.669, 0.741], [-0.285, 0.737, 1.075], [-2.705, 4.330, 0.434], [2.997, -2.370, -1.841], [0.639, -1.090, 1.631], [-0.748, -1.287, 0.534], [0.587, 1.397, 1.170], [-0.836, 0.736, 2.024], [0.282, -2.521, -1.567], [0.054, -1.848, -2.215]]
}

***

# 3
{
  "formula": "C4H6CrF10N4O18S6",
  "method": "ωB97M-V/def2-TZVPD",
  "s2": 6.006,
  "e_above_lowest_kcal_mol": 0.0,
  "gap_ev": [7.58, 7.65],
  "spin_multiplicity": 5,
  "total_charge": -2,
  "total_energy_ha": -6161.602488,
  "elements": ["Cr", "C", "F", "F", "F", "S", "O", "O", "O", "C", "F", "F", "F", "S", "O", "O", "O", "N", "S", "O", "O", "F", "S", "O", "O", "F", "N", "S", "O", "O", "F", "S", "O", "O", "F", "C", "N", "O", "O", "H", "H", "H", "C", "N", "O", "O", "H", "H", "H"],
  "positions_angstrom": [[0.476, -0.172, 0.115], [-0.875, -3.025, -2.888], [-0.015, -3.942, -2.439], [-1.371, -3.435, -4.056], [-1.884, -2.916, -2.018], [-0.016, -1.399, -3.191], [1.122, -1.811, -3.969], [-0.973, -0.661, -3.947], [0.366, -0.794, -1.903], [-4.000, -0.218, -0.316], [-3.731, -0.806, 0.864], [-3.921, -1.162, -1.242], [-5.249, 0.265, -0.232], [-2.807, 1.147, -0.734], [-3.246, 2.262, 0.086], [-1.522, 0.583, -0.315], [-2.952, 1.368, -2.132], [0.487, -2.056, 0.921], [1.185, -3.484, 0.696], [0.361, -4.570, 0.337], [2.238, -3.758, 1.617], [1.972, -3.098, -0.616], [-0.480, -2.537, 2.206], [0.162, -2.664, 3.464], [-1.542, -3.390, 1.867], [-1.182, -1.103, 2.369], [0.516, 2.454, -3.224], [0.905, 2.890, -1.641], [1.807, 3.971, -1.452], [0.906, 1.787, -0.732], [-0.446, 3.651, -1.343], [2.047, 2.233, -3.695], [2.740, 1.201, -2.994], [2.735, 3.401, -4.144], [1.726, 1.454, -5.057], [3.767, 1.207, 2.706], [2.835, 0.133, 2.266], [2.548, -0.728, 3.051], [2.273, 0.363, 1.204], [3.793, 1.334, 3.777], [3.438, 2.104, 2.188], [4.735, 0.980, 2.259], [-1.878, 2.059, 3.286], [-0.481, 1.657, 3.023], [-0.228, 1.429, 1.863], [0.295, 1.487, 3.943], [-2.477, 1.161, 3.138], [-2.229, 2.884, 2.680], [-1.927, 2.263, 4.354]]
}

***

# 4
{
  "formula": "C4H6CsO5",
  "method": "ωB97M-V/def2-TZVPD",
  "s2": 0.754,
  "gap_ev": [4.30, 4.21],
  "spin_multiplicity": 2,
  "total_energy_ha": -552.122731,
  "elements": ["O", "O", "C", "O", "C", "C", "C", "H", "H", "H", "H", "H", "H", "O", "O", "Cs"],
  "positions_angstrom": [[-0.516, -0.866, -0.982], [-2.498, -0.631, -0.033], [-1.294, -0.627, 0.065], [-0.626, -0.395, 1.180], [-1.381, -0.150, 2.363], [0.104, 1.438, -1.583], [0.554, 0.038, -1.405], [-0.643, 0.042, 3.146], [-2.024, 0.727, 2.227], [-1.983, -1.032, 2.613], [-0.617, 1.664, -2.367], [0.431, 2.215, -0.894], [0.863, -0.427, -2.354], [1.605, -0.001, -0.520], [2.048, -1.370, -0.325], [5.976, -0.626, -1.130]]
}

***

# 5
{
  "formula": "C4H6CuF3N2O12S",
  "method": "ωB97M-V/def2-TZVPD",
  "s2": 0.753,
  "e_above_lowest_kcal_mol": 0.0,
  "gap_ev": [6.86, 6.79],
  "spin_multiplicity": 2,
  "total_charge": -3,
  "total_energy_ha": -3506.405230,
  "elements": ["Cu", "S", "O", "O", "O", "O", "C", "O", "O", "C", "F", "F", "F", "C", "C", "H", "H", "H", "H", "H", "H", "N", "O", "O", "O", "N", "O", "O", "O"],
  "positions_angstrom": [[-2.451, 14.620, 6.720], [-3.168, 15.853, 4.335], [-2.138, 16.329, 3.400], [-2.991, 14.388, 4.600], [-2.865, 16.392, 5.745], [-4.526, 16.273, 4.004], [-0.545, 12.839, 7.642], [-1.875, 13.077, 8.204], [-0.493, 13.523, 6.563], [0.511, 13.188, 8.723], [0.253, 14.302, 9.401], [0.634, 12.204, 9.668], [1.741, 13.340, 8.183], [-2.400, 12.182, 9.184], [-2.883, 13.026, 10.353], [-3.319, 12.389, 11.140], [-2.064, 13.610, 10.775], [-3.659, 13.724, 10.042], [-1.715, 11.403, 9.514], [-3.275, 11.741, 8.695], [-0.483, 11.729, 7.492], [-5.606, 14.760, 7.847], [-4.534, 14.144, 7.581], [-5.887, 15.815, 7.314], [-6.386, 14.229, 8.697], [-2.501, 17.220, 9.032], [-3.225, 18.094, 8.553], [-1.873, 17.422, 10.100], [-2.316, 16.134, 8.430]]
}

***

# 6
{
  "formula": "C4H6DyO",
  "method": "ωB97M-V/def2-TZVPD",
  "s2": 9.449,
  "gap_ev": [6.09, 4.42],
  "spin_multiplicity": 6,
  "total_charge": 1,
  "total_energy_ha": -1115.914479,
  "elements": ["O", "C", "C", "H", "H", "H", "Dy", "C", "C", "H", "H", "H"],
  "positions_angstrom": [[0.747, -0.583, -2.349], [-0.226, 0.606, 1.611], [-1.110, 1.599, 1.378], [-0.265, 0.225, 2.645], [-1.092, 2.179, 0.446], [-1.849, 1.930, 2.122], [1.177, -0.538, -0.101], [-0.232, -0.472, -3.245], [-1.425, -1.097, -3.203], [0.058, 0.062, -4.165], [-1.748, -1.644, -2.312], [-2.027, -1.173, -4.108]]
}

***

# 7
{
  "formula": "C4H6ErO3",
  "method": "ωB97M-V/def2-TZVPD",
  "s2": 6.004,
  "e_above_lowest_kcal_mol": 0.0,
  "gap_ev": [6.03, 6.16],
  "spin_multiplicity": 5,
  "total_energy_ha": -1396.616341,
  "elements": ["O", "C", "O", "C", "C", "O", "C", "Er", "H", "H", "H", "H", "H", "H"],
  "positions_angstrom": [[1.659, 1.169, -0.938], [1.443, -0.051, -1.180], [1.836, -0.411, 1.153], [0.868, -1.349, 0.784], [0.057, -0.650, -0.326], [-0.626, 0.430, 0.369], [-1.657, 1.019, -0.396], [1.278, 1.648, 1.226], [0.222, -1.797, 1.565], [1.377, -2.215, 0.315], [-0.666, -1.330, -0.803], [-1.819, 2.036, -0.018], [-1.388, 1.065, -1.463], [-2.585, 0.437, -0.287]]
}

***

# 8
{
  "formula": "C4H6F2N2",
  "method": "ωB97M-V/def2-TZVPD",
  "e_above_lowest_kcal_mol": 86.6,
  "gap_ev": 10.41,
  "total_energy_ha": -465.113453,
  "elements": ["C", "N", "N", "C", "C", "F", "C", "F", "H", "H", "H", "H", "H", "H"],
  "positions_angstrom": [[1.261, -3.257, 0.754], [0.256, -2.450, 0.845], [0.238, -1.318, 0.051], [0.197, 0.001, 0.753], [-0.376, 0.959, -0.148], [-1.467, 0.629, -0.790], [0.098, 2.213, -0.154], [-0.402, 3.036, -1.161], [2.025, -3.428, -0.039], [1.266, -4.148, 1.360], [1.175, -1.442, -0.354], [1.275, 0.539, 1.067], [-0.438, -0.176, 1.774], [0.977, 2.548, 0.257]]
}

***

# 9
{
  "formula": "C4H6F36Na5O3P6",
  "method": "ωB97M-V/def2-TZVPD",
  "e_above_lowest_kcal_mol": 0.0,
  "gap_ev": 8.35,
  "total_charge": -1,
  "total_energy_ha": -6838.396470,
  "elements": ["Na", "Na", "Na", "Na", "Na", "P", "F", "F", "F", "F", "F", "F", "P", "F", "F", "F", "F", "F", "F", "P", "F", "F", "F", "F", "F", "F", "P", "F", "F", "F", "F", "F", "F", "P", "F", "F", "F", "F", "F", "F", "P", "F", "F", "F", "F", "F", "F", "C", "C", "C", "O", "C", "O", "O", "H", "H", "H", "H", "H", "H"],
  "positions_angstrom": [[3.216, 0.467, -1.166], [-3.628, -1.042, -1.163], [0.837, -3.857, 0.355], [-0.389, 0.511, 2.132], [0.286, -0.524, -4.625], [-2.595, -3.250, -4.005], [-1.175, -2.412, -4.089], [-2.441, -3.534, -5.572], [-1.765, -4.548, -3.598], [-3.991, -4.081, -3.954], [-2.746, -2.857, -2.420], [-3.427, -1.882, -4.321], [2.808, 2.332, 2.058], [2.972, 2.196, 0.413], [1.355, 3.021, 1.881], [2.104, 0.858, 2.038], [2.587, 2.384, 3.680], [4.247, 1.686, 2.211], [3.466, 3.799, 2.006], [0.787, -2.495, 3.546], [1.935, -2.834, 2.443], [-0.214, -2.028, 2.361], [0.237, -4.035, 3.305], [-0.395, -2.178, 4.610], [1.716, -3.027, 4.745], [1.366, -0.996, 3.688], [0.133, -0.628, -0.994], [-1.145, -0.455, -0.028], [-0.081, -2.243, -0.916], [-0.807, -0.405, -2.271], [1.388, -0.925, -2.005], [0.463, 0.959, -0.921], [0.988, -0.849, 0.355], [-4.109, 0.000, 2.513], [-2.512, -0.127, 2.909], [-3.651, 0.133, 0.946], [-4.144, -1.616, 2.386], [-5.626, 0.153, 2.015], [-4.563, -0.142, 4.065], [-3.995, 1.602, 2.702], [4.588, -2.456, 0.122], [3.048, -2.962, 0.227], [5.031, -3.907, -0.426], [4.268, -1.935, -1.411], [6.110, -1.915, -0.093], [4.166, -0.963, 0.650], [4.867, -2.926, 1.612], [0.381, 4.537, -2.163], [-0.939, 4.424, -1.411], [-1.825, 3.279, -1.892], [-2.367, 2.738, -0.704], [-1.519, 3.076, 0.306], [-1.499, 2.531, 1.367], [-0.673, 4.026, -0.052], [0.980, 5.261, -1.608], [0.235, 4.922, -3.173], [0.899, 3.580, -2.200], [-1.451, 5.379, -1.533], [-1.203, 2.518, -2.376], [-2.592, 3.665, -2.563]]
}

***

# 10
{
  "formula": "C4H6F6NO6S2Tl",
  "method": "ωB97M-V/def2-TZVPD",
  "e_above_lowest_kcal_mol": 23.8,
  "gap_ev": 1.34,
  "total_charge": 2,
  "total_energy_ha": -2229.234036,
  "elements": ["Tl", "C", "F", "F", "F", "S", "O", "O", "N", "S", "O", "O", "C", "F", "F", "F", "C", "C", "O", "O", "H", "H", "H", "H", "H", "H"],
  "positions_angstrom": [[11.035, 1.360, 20.528], [13.832, 7.363, 21.225], [14.652, 8.345, 20.861], [13.035, 7.767, 22.257], [12.958, 7.062, 20.226], [14.810, 5.831, 21.651], [15.166, 5.169, 20.401], [16.014, 6.266, 22.356], [13.645, 4.823, 22.502], [13.807, 5.245, 24.021], [14.510, 6.509, 24.325], [12.463, 5.081, 24.627], [14.880, 3.890, 24.844], [15.940, 3.636, 24.114], [15.264, 4.160, 26.136], [14.117, 2.802, 24.881], [7.140, -2.423, 20.512], [6.240, -1.343, 19.848], [6.862, -0.089, 20.156], [8.507, -2.371, 20.067], [6.793, -3.434, 20.300], [6.896, -2.188, 21.548], [5.158, -1.338, 19.983], [6.324, -1.636, 18.801], [6.088, 0.479, 20.147], [8.939, -3.228, 20.058]]
}

***

# 11
{
  "formula": "C4H6FIN2",
  "method": "ωB97M-V/def2-TZVPD",
  "e_above_lowest_kcal_mol": 14.7,
  "gap_ev": [8.10, 8.10],
  "total_energy_ha": -662.914547,
  "elements": ["C", "C", "C", "C", "N", "N", "F", "I", "H", "H", "H", "H", "H", "H"],
  "positions_angstrom": [[0.781, -0.458, -0.893], [-0.182, -1.794, -0.810], [-0.649, 0.627, 0.708], [0.444, 1.125, -0.383], [-1.343, -1.347, -0.368], [-1.734, -0.275, 0.338], [-0.162, -2.682, -1.785], [-0.609, 2.281, -1.855], [1.868, -0.696, -0.581], [0.875, -0.348, -1.937], [-1.117, 1.547, 1.042], [0.019, 0.160, 1.346], [1.180, 1.731, 0.165], [-2.255, -1.992, -0.475]]
}

***

# 12
{
  "formula": "C4H6FNO",
  "method": "ωB97M-V/def2-TZVPD",
  "e_above_lowest_kcal_mol": 156.8,
  "gap_ev": [7.72, 9.68],
  "total_energy_ha": -385.623720,
  "elements": ["C", "C", "C", "C", "N", "O", "F", "H", "H", "H", "H", "H", "H"],
  "positions_angstrom": [[3.134, 1.163, 0.252], [-1.659, -0.416, 0.532], [2.395, 0.189, -0.153], [-2.609, -0.533, -0.620], [-0.427, -0.393, 0.282], [0.537, -0.292, 1.166], [2.428, -0.910, -0.891], [4.052, 1.528, -0.280], [2.631, 1.851, 0.871], [-2.099, -0.730, 1.469], [-3.673, -0.685, -0.300], [-2.546, 0.522, -1.119], [-2.163, -1.295, -1.209]]
}